[1]
# C3H3GaO

C3H3GaO as an isolated structure in a non-equilibrium geometry (ωB97M-V with the def2-TZVPD basis set, the Open Molecules 2025 dataset).

Computed properties:
**Calculated total energy**: -2115.202192 hartree
**HOMO energy (spin up / spin down)**: -0.77551 / -0.77151 Ha
**Total charge**: +2
**Strongest force on any atom**: 10.43 eV Å⁻¹
**Orbital gap (spin up / spin down)**: 6.609 / 6.846 eV
**LUMO energy (spin up / spin down)**: -14.49 / -14.15 eV

Cartesian coordinates (Å):
H 1.0339 -1.7117 -1.3109
O -0.8399 0.0110 -1.0995
C 1.1160 -1.6563 -0.2228
C 0.8432 -0.5110 0.4281
C -0.2181 0.3977 -0.1056
H 1.4574 -2.5453 0.3101
H 1.1266 -0.3830 1.4770
Ga -0.8371 1.8335 0.9539

Charges obtained by Löwdin population analysis, quoted in units of e: atom 1 (H): 0.13, atom 2 (O): 0.26, atom 3 (C): 0.25, atom 4 (C): -0.07, atom 5 (C): -0.37, atom 6 (H): 0.14, atom 7 (H): 0.13, atom 8 (Ga): 1.52


[2]
# C3H3HgLiMgO3

C3H3HgLiMgO3 as an isolated structure in a non-equilibrium geometry (ωB97M-V with the def2-TZVPD basis set, the Open Molecules 2025 dataset).

Computed properties:
**Calculated total energy**: -702.562972 hartree
**Expectation value of S²**: 0.761
**HOMO energy (spin up / spin down)**: -0.40953 / -0.39447 Ha
**Total charge**: +1
**2S+1**: 2
**Energy relative to the best compared isomer or geometry (same formula, charge and spin)**: 0.000 eV
**Strongest force on any atom**: 4.51 eV Å⁻¹
**Orbital gap (spin up / spin down)**: 6.595 / 5.244 eV
**LUMO energy (spin up / spin down)**: -4.55 / -5.49 eV

Cartesian coordinates (Å):
O 1.1900 -0.6394 1.5281
Li 1.0495 -0.5365 3.2872
C 0.3838 -0.2279 0.6277
O 0.9467 0.3950 -0.4824
C 0.6650 -0.3570 -1.7278
H 1.3700 -1.2039 -1.7566
H 0.9545 0.3219 -2.5445
Mg -1.4142 -0.6684 -1.3614
C -1.0659 0.1644 0.9805
O -1.8340 0.7035 -0.0176
Hg -0.6209 2.4580 -0.2661
H -1.6246 -0.4098 1.7329

Charges obtained by Löwdin population analysis, quoted in units of e: atom 1 (O): -0.17, atom 2 (Li): 0.84, atom 3 (C): -0.58, atom 4 (O): -0.28, atom 5 (C): -0.20, atom 6 (H): 0.06, atom 7 (H): 0.05, atom 8 (Mg): 1.07, atom 9 (C): -0.33, atom 10 (O): -0.54, atom 11 (Hg): 1.00, atom 12 (H): 0.10


[3]
# C3H3HgO2

C3H3HgO2 as an isolated structure in a non-equilibrium geometry (ωB97M-V with the def2-TZVPD basis set, the Open Molecules 2025 dataset).

Computed properties:
**Calculated total energy**: -419.921389 hartree
**HOMO energy**: -0.09278 Ha
**Total charge**: -1
**Energy relative to the best compared isomer or geometry (same formula, charge and spin)**: 1.129 eV
**Strongest force on any atom**: 5.53 eV Å⁻¹
**Orbital gap**: 6.545 eV
**LUMO energy**: 4.02 eV

Cartesian coordinates (Å):
H -1.7361 0.5027 -1.2923
O 0.2889 -0.7456 -0.1218
O 0.0437 -1.4141 1.9209
C -0.7628 0.9965 -1.3249
C 0.2946 0.4942 -0.6781
C -0.5926 -0.9443 0.9605
H 1.2922 0.9305 -0.8044
H -0.7066 2.1052 -1.1512
Hg 1.8786 -1.9251 2.4914

Charges obtained by Löwdin population analysis, quoted in units of e: atom 1 (H): 0.04, atom 2 (O): -0.23, atom 3 (O): -0.60, atom 4 (C): -0.04, atom 5 (C): -0.30, atom 6 (C): -0.34, atom 7 (H): 0.10, atom 8 (H): 0.05, atom 9 (Hg): 0.31